(1)
DFT (ωB97M-V/def2-TZVPD) results for a structure of composition C32H32AsF6N2O5ReS2.

Last column: Löwdin spin population.
Cartesian coordinates (Å):
Re: 0.651 -1.342 0.558  2.469
F: 4.390 -3.428 -1.223  0.000
C: 3.404 -3.656 -0.373  0.002
F: 3.521 -2.841 0.676  0.016
F: 3.414 -4.909 0.026  0.000
S: 1.820 -3.277 -1.249  0.014
O: 1.819 -1.808 -1.384  0.061
O: 1.730 -4.096 -2.403  0.003
N: 0.771 -3.590 -0.051  0.030
S: -0.805 -3.690 -0.533  0.026
O: -1.565 -3.717 0.673  0.026
O: -1.052 -2.704 -1.551  0.045
C: -0.962 -5.358 -1.368  0.001
F: -1.002 -5.188 -2.676  0.001
F: 0.063 -6.129 -1.041  0.000
F: -2.089 -5.911 -0.953  0.001
C: -1.600 -2.402 3.633  0.000
C: -2.159 -1.007 3.335  0.000
C: -2.778 -0.900 1.938  0.016
C: -1.171 0.111 3.623  -0.004
C: -1.570 1.158 4.440  0.004
C: -0.699 2.177 4.788  -0.015
C: 0.620 2.131 4.368  0.001
C: 1.089 1.098 3.569  -0.013
C: 2.571 1.070 3.228  0.001
C: 2.882 1.439 1.775  0.012
C: 3.272 -0.226 3.643  0.004
C: 0.159 0.123 3.149  0.032
N: 0.609 -0.791 2.200  0.058
H: -2.415 -3.127 3.673  0.000
H: -1.089 -2.414 4.597  0.000
H: -0.903 -2.750 2.871  0.002
H: -2.976 -0.849 4.044  0.001
H: -2.013 -0.874 1.155  0.013
H: -3.366 0.015 1.850  0.001
H: -3.424 -1.756 1.736  0.000
H: -2.585 1.165 4.821  0.001
H: -1.038 2.989 5.418  -0.001
H: 1.313 2.900 4.689  0.000
H: 3.004 1.863 3.842  0.000
H: 2.578 0.642 1.094  0.010
H: 3.956 1.584 1.648  0.001
H: 2.369 2.353 1.472  0.000
H: 2.996 -1.064 3.003  0.004
H: 3.026 -0.491 4.672  0.000
H: 4.354 -0.095 3.578  0.000
O: 0.154 0.362 -0.262  0.142
As: -0.352 1.184 -1.667  0.020
C: -0.942 -0.017 -3.018  0.002
C: -2.291 -0.214 -3.291  0.000
C: -2.657 -1.135 -4.260  0.000
C: -1.682 -1.848 -4.947  0.000
C: -0.335 -1.628 -4.685  0.000
C: 0.041 -0.704 -3.725  0.001
C: 1.169 2.109 -2.333  0.004
C: 1.003 3.059 -3.335  0.001
C: 2.122 3.673 -3.874  0.000
C: 3.390 3.327 -3.421  0.000
C: 3.546 2.366 -2.432  0.000
C: 2.432 1.749 -1.882  0.000
C: -1.704 2.372 -1.061  0.001
C: -2.911 1.848 -0.606  0.000
C: -3.867 2.702 -0.081  0.000
C: -3.612 4.066 -0.005  0.000
C: -2.398 4.579 -0.439  0.000
C: -1.433 3.731 -0.963  0.000
H: -3.055 0.343 -2.771  0.000
H: -3.704 -1.294 -4.480  0.000
H: -1.972 -2.570 -5.698  0.000
H: 0.424 -2.174 -5.230  0.000
H: 1.091 -0.530 -3.526  0.000
H: 0.017 3.315 -3.704  0.000
H: 2.005 4.417 -4.651  0.000
H: 4.261 3.807 -3.848  0.000
H: 4.535 2.094 -2.087  0.000
H: 2.546 1.003 -1.109  0.001
H: -3.100 0.782 -0.630  0.000
H: -4.808 2.302 0.273  0.000
H: -4.361 4.730 0.406  0.000
H: -2.194 5.638 -0.362  0.000
H: -0.480 4.131 -1.280  0.000

Output
**Calculated total energy**: -5433.61538 a.u.
**Total charge**: +1
**LUMO (spin up / spin down)**: -3.17 / -4.07 eV
**Multiplicity**: 4
**Energy relative to the best compared isomer or geometry (same formula, charge and spin)**: 1.146 eV
**Gap between HOMO and LUMO (spin up / spin down)**: 7.11 / 6.96 eV

(2)
DFT (ωB97M-V/def2-TZVPD) results for a structure of composition C32H32B2F4GeN5O4Ru in a non-equilibrium geometry.

Last column: Löwdin spin population.
Cartesian coordinates (Å):
Ru: -0.664 -0.549 1.195  0.335
C: -3.326 -3.726 0.142  -0.002
C: -2.690 -2.434 0.523  -0.008
N: -1.540 -2.043 0.085  0.005
O: -0.759 -2.892 -0.604  0.003
B: 0.417 -2.240 -1.308  0.002
F: -0.137 -1.327 -2.198  -0.005
F: 1.090 -3.277 -1.890  0.001
O: 1.489 -1.568 -0.441  0.003
N: 1.118 -0.498 0.390  0.050
C: 2.086 -0.090 1.368  0.271
C: 3.530 -0.166 1.009  0.045
C: 1.557 0.426 2.553  -0.024
N: 0.224 0.425 2.624  0.315
O: -0.409 0.866 3.715  0.153
B: -1.889 1.197 3.478  0.007
F: -2.345 1.675 4.668  0.000
F: -1.969 2.044 2.395  0.005
O: -2.792 -0.031 3.199  -0.005
N: -2.513 -0.666 2.051  0.003
C: -3.282 -1.601 1.597  0.010
C: -4.600 -1.948 2.199  0.002
C: 2.376 0.997 3.665  -0.016
H: -2.753 -4.204 -0.649  0.000
H: -4.348 -3.561 -0.200  0.000
H: -3.368 -4.398 1.002  -0.001
H: 3.653 -0.759 0.107  0.000
H: 4.108 -0.638 1.805  0.008
H: 3.952 0.830 0.840  0.017
H: -4.855 -1.233 2.975  0.000
H: -4.568 -2.950 2.633  0.001
H: -5.379 -1.949 1.435  0.000
H: 3.438 0.904 3.459  0.000
H: 2.142 0.488 4.600  -0.004
H: 2.133 2.051 3.802  -0.004
C: 0.246 0.490 -0.114  -0.170
Ge: 0.512 1.459 -1.806  -0.015
C: 1.498 2.972 -1.041  0.005
C: 1.019 3.565 0.130  -0.002
C: 1.699 4.619 0.720  -0.001
C: 2.875 5.092 0.149  0.001
C: 3.361 4.511 -1.012  0.000
C: 2.675 3.457 -1.602  0.002
C: -1.259 2.015 -2.394  -0.001
C: -1.563 3.372 -2.474  0.000
C: -2.818 3.797 -2.886  0.000
C: -3.786 2.865 -3.226  0.000
C: -3.495 1.510 -3.152  0.000
C: -2.240 1.086 -2.739  0.000
C: 1.605 0.638 -3.190  -0.007
C: 1.132 0.545 -4.494  -0.001
C: 1.917 -0.013 -5.492  0.000
C: 3.187 -0.484 -5.194  0.000
C: 3.671 -0.393 -3.897  0.000
C: 2.884 0.169 -2.904  -0.001
H: 0.108 3.197 0.594  -0.003
H: 1.312 5.070 1.625  0.000
H: 3.408 5.914 0.609  0.000
H: 4.276 4.878 -1.461  0.000
H: 3.065 3.012 -2.511  0.000
H: -0.816 4.110 -2.203  0.000
H: -3.039 4.856 -2.938  0.000
H: -4.766 3.193 -3.547  0.000
H: -4.249 0.779 -3.417  0.000
H: -2.025 0.026 -2.683  0.000
H: 0.136 0.900 -4.735  0.000
H: 1.535 -0.083 -6.502  0.000
H: 3.798 -0.925 -5.972  0.000
H: 4.661 -0.763 -3.659  0.000
H: 3.272 0.232 -1.894  0.000
C: -0.352 -5.016 3.370  -0.001
C: 0.537 -4.668 2.371  0.001
C: 0.601 -3.346 1.963  0.002
N: -0.161 -2.389 2.506  0.020
C: -1.009 -2.729 3.488  0.002
C: -1.132 -4.027 3.950  0.001
H: -0.435 -6.043 3.699  0.000
H: 1.166 -5.404 1.891  0.000
H: 1.266 -3.036 1.169  0.001
H: -1.583 -1.922 3.928  0.000
H: -1.823 -4.248 4.751  0.000

Output
**Calculated total energy**: -4434.46904 a.u.
**Total charge**: 0
**LUMO (spin up / spin down)**: -0.77 / -1.43 eV
**Multiplicity**: 2
**Gap between HOMO and LUMO (spin up / spin down)**: 7.09 / 6.19 eV

(3)
DFT (ωB97M-V/def2-TZVPD) results for a structure of composition C32H32Br6N6O6 in a non-equilibrium geometry.

Last column: Löwdin spin population.
Cartesian coordinates (Å):
N: -2.953 2.490 -0.808  0.000
C: -1.871 3.010 -1.486  0.000
C: -1.708 4.331 -1.191  0.000
C: -2.710 4.586 -0.230  0.000
C: -3.491 3.432 -0.072  0.000
H: -3.266 1.534 -0.899  0.000
H: -1.435 2.418 -2.278  0.000
H: -0.991 5.075 -1.504  0.000
H: -2.899 5.524 0.270  0.000
H: -4.297 3.135 0.583  0.000
N: 2.393 4.264 -2.623  0.002
C: 2.997 3.347 -1.827  0.005
C: 3.389 3.934 -0.635  0.005
C: 3.155 5.335 -0.778  0.000
C: 2.472 5.511 -1.986  0.001
H: 1.862 4.023 -3.447  0.000
H: 3.010 2.283 -2.014  0.000
H: 3.764 3.445 0.252  0.000
H: 3.357 6.113 -0.057  0.000
H: 1.915 6.282 -2.497  0.000
N: -0.249 3.495 2.184  0.034
C: -0.127 3.722 3.531  0.349
C: 1.010 3.023 3.983  0.132
C: 1.622 2.461 2.899  0.105
C: 0.848 2.773 1.812  0.311
H: -0.928 3.884 1.545  -0.002
H: -0.852 4.327 4.056  0.010
H: 1.391 2.961 4.992  0.001
H: 2.514 1.852 2.875  0.001
H: 0.942 2.499 0.772  0.007
C: 0.316 -0.397 -0.720  0.000
Br: 0.343 -2.333 -1.193  0.001
Br: 2.154 0.229 -0.340  0.001
Br: -0.783 -0.082 0.896  0.015
H: -0.037 0.108 -1.619  0.000
C: -1.360 0.227 4.500  -0.001
Br: -0.143 0.262 6.093  0.002
Br: -2.733 1.682 4.549  0.020
Br: -2.346 -1.509 4.239  0.000
H: -0.751 0.414 3.615  -0.001
C: -5.571 -1.906 1.887  0.000
C: -5.777 -3.155 2.447  0.000
C: -4.909 -4.174 2.232  0.000
C: -3.772 -3.975 1.403  0.000
C: -3.456 -2.676 1.027  0.000
C: -4.386 -1.645 1.199  0.000
N: -2.954 -5.176 0.946  0.000
O: -3.385 -6.312 1.220  0.000
O: -2.006 -5.008 0.159  0.000
H: -6.255 -1.139 2.217  0.000
H: -6.646 -3.367 3.053  0.000
H: -5.102 -5.120 2.715  0.000
H: -2.504 -2.511 0.544  0.000
H: -4.164 -0.664 0.805  0.000
C: 0.343 -4.041 2.540  0.000
C: 1.159 -4.143 1.465  0.000
C: 2.528 -3.975 1.640  0.000
C: 3.083 -3.807 2.908  0.000
C: 2.212 -3.719 4.016  0.000
C: 0.832 -3.720 3.815  0.000
N: 4.555 -3.602 3.108  0.000
O: 5.322 -3.748 2.192  0.000
O: 5.014 -3.510 4.240  0.000
H: -0.722 -4.198 2.447  0.000
H: 0.787 -4.187 0.452  0.000
H: 3.210 -4.013 0.803  0.000
H: 2.713 -3.498 4.946  0.000
H: 0.120 -3.607 4.619  0.000
C: 2.521 -1.811 -7.511  0.000
C: 1.233 -1.930 -7.092  0.000
C: 0.734 -1.117 -6.034  0.000
C: 1.564 -0.161 -5.538  0.000
C: 2.865 0.072 -6.036  0.000
C: 3.359 -0.766 -7.079  0.000
N: 1.147 0.699 -4.440  0.000
O: 1.884 1.496 -3.896  0.000
O: -0.088 0.659 -4.196  0.000
H: 2.860 -2.487 -8.282  0.000
H: 0.545 -2.670 -7.473  0.000
H: -0.302 -1.188 -5.734  0.000
H: 3.559 0.792 -5.628  0.000
H: 4.325 -0.665 -7.550  0.000

Output
**Calculated total energy**: -17461.99394 a.u.
**Total charge**: +1
**LUMO (spin up / spin down)**: -3.40 / -6.69 eV
**Multiplicity**: 2
**Gap between HOMO and LUMO (spin up / spin down)**: 7.02 / 3.70 eV

(4)
DFT (ωB97M-V/def2-TZVPD) results for a structure of composition C32H32Cl3IN3O3Pt.

Last column: natural (NBO) charge in e.
Cartesian coordinates (Å):
Pt: 1.181 0.001 -0.964  1.074
C: -1.427 -3.866 -0.998  -0.646
C: -0.672 -3.531 0.249  0.183
N: -1.033 -4.074 1.376  -0.380
C: -0.352 -3.776 2.512  -0.037
C: 0.703 -2.912 2.557  -0.052
C: 1.376 -2.637 3.877  -0.097
O: 2.759 -2.984 3.896  -0.725
C: 1.105 -2.276 1.343  -0.200
C: 2.257 -1.424 1.379  0.185
N: 2.651 -0.585 0.474  -0.553
C: 3.897 0.097 0.652  0.055
C: 4.717 -0.063 1.777  -0.168
C: 5.896 0.642 1.919  -0.196
C: 6.317 1.530 0.938  -0.191
C: 5.548 1.682 -0.200  -0.220
C: 4.367 0.966 -0.327  -0.161
I: 3.340 1.185 -2.137  0.380
C: 0.423 -2.595 0.151  0.363
O: 0.704 -2.110 -1.013  -0.717
H: -2.191 -4.603 -0.769  0.238
H: -0.754 -4.253 -1.764  0.234
H: -1.893 -2.969 -1.412  0.217
H: -0.700 -4.269 3.411  0.201
H: 0.833 -3.162 4.667  0.191
H: 1.345 -1.571 4.119  0.185
H: 2.835 -3.933 3.745  0.479
H: 2.861 -1.542 2.269  0.215
H: 4.454 -0.754 2.564  0.221
H: 6.494 0.488 2.806  0.232
H: 7.237 2.085 1.048  0.234
H: 5.865 2.350 -0.989  0.232
Cl: -1.265 6.443 3.231  0.109
C: -0.738 5.292 2.090  0.036
C: 0.018 4.193 2.534  -0.251
C: 0.442 3.273 1.624  -0.076
Cl: 1.381 1.926 2.113  0.068
C: 0.141 3.385 0.197  0.439
O: 0.509 2.558 -0.645  -0.562
C: -0.645 4.557 -0.178  -0.062
Cl: -1.026 4.742 -1.831  0.094
C: -1.068 5.473 0.742  -0.263
H: 0.260 4.090 3.582  0.258
H: -1.651 6.330 0.437  0.260
C: -2.111 -0.228 2.586  -0.656
C: -2.445 -0.231 1.121  0.094
C: -3.725 -0.561 0.669  -0.168
C: -4.037 -0.583 -0.693  0.011
C: -5.417 -0.956 -1.159  -0.638
C: -3.056 -0.285 -1.617  -0.231
C: -1.729 0.032 -1.215  0.218
C: -1.482 0.073 0.186  -0.250
N: -0.673 0.227 -2.036  -0.422
C: -0.801 0.263 -3.513  0.080
C: -1.772 1.360 -3.965  -0.620
C: 0.562 0.629 -4.099  -0.616
C: -1.150 -1.138 -4.036  -0.618
H: -3.010 -0.278 3.197  0.227
H: -1.558 0.672 2.859  0.218
H: -1.488 -1.091 2.831  0.235
H: -4.493 -0.808 1.392  0.218
H: -6.097 -1.078 -0.319  0.226
H: -5.394 -1.896 -1.712  0.233
H: -5.825 -0.192 -1.820  0.230
H: -3.318 -0.342 -2.658  0.220
H: -0.500 0.374 0.549  0.191
H: -1.466 2.314 -3.536  0.224
H: -2.809 1.191 -3.700  0.214
H: -1.716 1.443 -5.051  0.227
H: 0.888 1.604 -3.735  0.212
H: 0.479 0.685 -5.185  0.231
H: 1.303 -0.137 -3.863  0.215
H: -2.144 -1.474 -3.755  0.212
H: -0.430 -1.860 -3.649  0.235
H: -1.088 -1.131 -5.125  0.226

Output
**Calculated total energy**: -3425.86460 a.u.
**Total charge**: +1
**LUMO (spin up / spin down)**: -3.14 / -5.21 eV
**Multiplicity**: 5
**Energy relative to the best compared isomer or geometry (same formula, charge and spin)**: 0.000 eV
**Gap between HOMO and LUMO (spin up / spin down)**: 6.95 / 5.17 eV